*P*
Here is a single C5H7N3OS molecule from the OMol25 dataset. Energies are from wB97M-V/def2-TZVPD.

Positions of all 17 atoms, in Å:
S: -2.88 -0.29 -1.28
O: -3.91 -1.30 -1.18
N: 1.35 -0.29 -1.30
N: 1.13 -0.53 0.90
N: 0.68 0.04 -0.22
C: -0.58 0.66 -0.20
C: -0.56 1.65 0.93
C: 2.26 -1.10 0.51
C: 2.40 -1.04 -0.92
C: -1.70 -0.34 -0.19
H: -1.21 2.55 0.79
H: -1.68 -1.05 0.72
H: 0.47 1.76 1.26
H: -0.90 1.16 1.82
H: -0.64 1.12 -1.14
H: 2.94 -1.41 -1.76
H: 2.85 -1.58 1.27

Results
- Multiplicity: 1
- Net charge: 0
- HOMO energy: -9.764 eV
- Gap between HOMO and LUMO: 9.63 eV
- M: 157.2 g mol⁻¹

Mulliken population analysis, charges in e, atoms 1 to 5:
1 S 0.31
2 O -0.51
3 N -1.05
4 N -0.70
5 N 1.28

***

*Q*
Here is a single C5H7N3OS molecule from the OMol25 dataset. Energies are from wB97M-V/def2-TZVPD.

Positions of all 17 atoms, in Å:
S: -1.63 2.29 0.44
O: 1.77 0.93 -0.38
N: -0.20 -0.04 0.46
N: 1.97 -1.02 0.54
N: 3.15 -0.61 0.10
C: -1.00 -1.28 0.48
C: -1.19 0.69 -0.37
C: -2.00 -0.54 -0.32
C: 1.12 -0.08 0.20
C: 3.02 0.52 -0.40
H: -1.45 -1.50 1.53
H: -0.56 -2.24 0.02
H: -2.14 -0.82 -1.32
H: 3.64 1.00 -1.04
H: -0.73 0.96 -1.34
H: -0.69 2.24 1.32
H: -3.11 -0.52 0.07

Results
- Multiplicity: 1
- Net charge: 0
- HOMO energy: -8.818 eV
- SMILES: S[C@@H]1CCN1c1nnco1
- Gap between HOMO and LUMO: 9.50 eV
- M: 157.2 g mol⁻¹

Mulliken population analysis, charges in e, atoms 1 to 5:
1 S -0.24
2 O -0.30
3 N 0.06
4 N -0.38
5 N -0.42

***

Preferred: *P*; penalty for the next structure: 18.0 kJ/mol.